1.
Entry from the Open Molecules 2025 dataset: C5H8NOS as an isolated structure at a distorted geometry (ωB97M-V/def2-TZVPD).

Geometry as XYZ:
```
16
Properties=species:S:1:pos:R:3:forces:R:3
C 0.4213 2.2640 -1.7186 -0.328 -2.920 1.288
C -0.1227 0.3712 -0.7431 -0.192 0.189 1.934
C 0.0515 -2.0095 0.2777 -0.398 4.242 0.138
C -0.2895 0.1648 1.7686 0.886 -3.008 0.638
C -0.6148 -0.5900 0.5717 1.307 -0.509 -5.020
N -0.1139 1.7453 -0.6704 -0.959 -1.588 0.947
O 0.8848 1.4102 -2.5854 0.983 0.631 -2.150
S 0.6573 -0.1217 -2.1662 -0.661 -0.376 0.946
H 0.5872 3.2570 -1.8475 0.411 2.809 -0.781
H -0.3238 -2.6829 0.9849 -0.867 -1.589 0.181
H 1.0390 -1.7836 0.5658 1.736 -0.430 -0.033
H -0.0357 -2.0806 -0.8043 -0.186 -1.400 0.236
H 0.7351 0.3621 1.6725 1.585 0.926 0.399
H -0.3472 -0.6131 2.5568 -0.508 1.099 0.304
H -0.8877 1.0017 1.7655 -1.166 1.888 1.045
H -1.6410 -0.6949 0.3719 -1.643 0.039 -0.074
```
Forces are in eV/Å.

Computed properties:
- LUMO level: -5.74 eV
- HOMO energy: -16.0 eV
- Gap between HOMO and LUMO: 0.3774 Eh
- Net charge: +1

=====

2.
Entry from the Open Molecules 2025 dataset: an isolated molecule of C5H8NP at a distorted geometry (ωB97M-V/def2-TZVPD).

Geometry as XYZ:
```
15
Properties=species:S:1:pos:R:3:forces:R:3
C 0.9086 -1.9634 0.2363 0.966 0.407 0.270
C -0.7130 -3.7721 0.4213 -0.073 -0.119 -0.434
C 0.3331 -0.6677 0.0883 -1.172 0.169 0.039
C 1.2758 0.4564 -0.2180 -0.008 -0.039 -0.041
C -1.6833 1.2476 -0.1106 0.017 -0.367 -0.080
N 0.1807 -2.9780 0.5144 -0.244 -0.528 -0.421
P -1.3735 -0.5545 0.2221 0.511 0.255 0.082
H 1.9751 -2.1231 0.1481 0.048 -0.016 0.030
H -1.2229 -4.2861 1.2089 -0.207 -0.117 0.573
H 1.3940 0.5688 -1.2990 0.022 0.039 0.014
H 2.2582 0.2531 0.2069 0.078 0.040 -0.008
H 0.9149 1.4022 0.1782 0.042 0.035 -0.012
H -1.3254 1.5314 -1.0994 0.003 0.120 -0.005
H -1.2127 1.8733 0.6465 0.016 0.070 0.003
H -2.7596 1.4071 -0.0695 -0.001 0.050 -0.010
```
Forces are in eV/Å.

Computed properties:
- LUMO level: 0.04 eV
- HOMO energy: -7.3 eV
- Gap between HOMO and LUMO: 0.2678 Eh

=====

3.
Entry from the Open Molecules 2025 dataset: an isolated ion of composition C5H8NS and charge +1 at a distorted geometry (ωB97M-V/def2-TZVPD).

Geometry as XYZ:
```
15
Properties=species:S:1:pos:R:3:forces:R:3
C -1.1972 0.8888 -0.0257 -1.384 1.139 0.037
C -2.5634 0.7666 0.0138 0.924 -0.328 -0.043
C -0.3741 -1.3206 -0.0573 0.000 -0.420 -0.009
C 1.1900 0.4736 -0.0659 -1.576 0.064 -0.043
C 2.3875 -0.3415 0.0477 0.320 -0.450 0.162
N -0.1038 -0.0246 -0.0569 0.573 -0.322 0.019
S -3.9186 -0.3200 0.0309 1.287 0.204 -0.023
H -0.8437 1.9112 -0.0181 0.024 -0.098 0.001
H -3.0085 1.7614 0.0512 0.003 0.099 -0.022
H -1.4026 -1.6340 -0.0504 -0.106 0.056 0.017
H 0.4027 -2.0605 -0.0911 0.196 0.038 0.039
H 1.2710 1.5495 -0.1086 -0.232 0.022 0.033
H 2.3110 -1.3160 -0.4313 0.059 0.021 -0.121
H 2.6031 -0.5318 1.1086 -0.029 0.000 0.015
H 3.2466 0.1980 -0.3469 -0.059 -0.026 -0.062
```
Forces are in eV/Å.

Computed properties:
- LUMO level (alpha / beta): -5.77 / -6.49 eV
- HOMO energy (alpha / beta): -13.2 / -13.0 eV
- Gap between HOMO and LUMO (alpha / beta): 0.2745 / 0.2386 Eh
- Net charge: +1

=====

4.
Entry from the Open Molecules 2025 dataset: C5H8NdO4 as an isolated structure at a distorted geometry (ωB97M-V/def2-TZVPD).

Geometry as XYZ:
```
18
Properties=species:S:1:pos:R:3:forces:R:3
H -0.5559 3.0909 -0.8901 0.122 -0.713 -0.084
Nd -0.6489 -0.3046 -1.2765 0.261 -1.232 -0.081
O 0.4175 3.6531 0.7579 -0.875 -1.489 -1.205
O -0.2034 1.5056 0.5186 0.003 -0.732 -1.192
C -1.0809 1.3374 1.6667 -0.575 0.906 1.331
C -2.1666 0.3081 1.3670 -0.276 0.250 0.911
O -2.3408 0.3171 -0.0178 1.237 -1.817 -1.377
C -0.0964 2.8053 0.0735 1.120 2.789 1.823
H -0.4492 1.1642 2.5425 -0.219 -0.175 -0.191
H -1.6636 2.2496 1.8432 0.802 0.264 -0.245
H -3.0835 0.6532 1.8809 0.254 -0.041 -0.311
H -1.9652 -0.6403 1.8975 0.187 -0.271 -0.910
C 2.9122 -2.5804 -1.3774 -0.679 0.023 -0.215
C 1.7667 -2.8034 -2.0523 1.572 -1.435 0.457
O 0.7863 -1.9508 -2.2679 -2.714 3.144 1.464
H 3.6471 -3.3807 -1.2827 -0.283 0.317 -0.015
H 1.5996 -3.8094 -2.4733 0.047 0.451 0.042
H 3.1249 -1.6148 -0.9099 0.015 -0.238 -0.203
```
Forces are in eV/Å.

Computed properties:
- 2S+1: 4
- LUMO level (alpha / beta): -5.70 / -5.56 eV
- HOMO energy (alpha / beta): -11.5 / -11.5 eV
- Gap between HOMO and LUMO (alpha / beta): 0.2119 / 0.2180 Eh
- <S²>: 3.76
- Net charge: +1

=====

5.
Entry from the Open Molecules 2025 dataset: an isolated ion of composition C5H8O and charge -1 at a distorted geometry (ωB97M-V/def2-TZVPD).

Geometry as XYZ:
```
14
Properties=species:S:1:pos:R:3:forces:R:3
C 2.0546 1.4513 -0.9887 0.365 -0.397 0.753
C 1.2642 0.8442 -0.0299 -0.469 0.228 -0.668
C -0.1019 0.5262 -0.1669 0.439 -1.402 0.731
C -0.8149 -0.3180 0.7104 -0.282 0.087 -0.396
O -0.1711 -1.1926 1.6167 0.281 0.274 0.305
C -2.0297 -1.0107 0.1870 0.222 0.265 -0.544
H 1.6861 1.5296 -1.9960 0.055 0.285 -0.319
H 3.1034 1.6150 -0.7634 -0.018 0.068 -0.304
H 1.7399 0.5655 0.9076 0.080 0.318 0.253
H -0.5287 0.5079 -1.1626 -0.172 0.745 -0.221
H 0.7530 -0.9184 1.6778 -0.068 -0.063 -0.140
H -2.5007 -1.5930 0.9718 -0.397 0.038 -0.017
H -1.7523 -1.6881 -0.6361 0.185 -0.542 0.021
H -2.7019 -0.3189 -0.3276 -0.220 0.096 0.545
```
Forces are in eV/Å.

Computed properties:
- 2S+1: 2
- LUMO level (alpha / beta): 4.47 / 4.18 eV
- HOMO energy (alpha / beta): 0.1 / -2.2 eV
- Gap between HOMO and LUMO (alpha / beta): 0.1618 / 0.2334 Eh
- <S²>: 0.78
- Net charge: -1

=====

6.
Entry from the Open Molecules 2025 dataset: an isolated molecule of C5H8O (ωB97M-V/def2-TZVPD).

Geometry as XYZ:
```
14
Properties=species:S:1:pos:R:3:forces:R:3
C -1.7561 1.0075 -0.2404 -0.047 0.014 -0.020
C -1.5030 -0.4957 -0.4469 -0.118 -0.038 -0.075
C -0.0733 -0.7689 -0.5715 0.416 -0.067 0.116
C 1.1229 -0.8763 -0.4520 -0.594 0.234 0.204
C 2.3549 -0.5775 0.2910 0.213 -0.220 -0.209
O 1.9754 0.1626 1.4421 0.164 0.344 -0.013
H -1.3307 1.5940 -1.0641 -0.124 -0.151 0.169
H -2.8350 1.1965 -0.1934 0.226 0.037 0.026
H -1.2988 1.3541 0.6966 -0.139 -0.103 -0.233
H -1.8731 -1.0552 0.4244 -0.001 0.082 -0.260
H -2.0467 -0.8547 -1.3233 -0.018 0.011 0.035
H 3.0718 -0.0184 -0.3220 -0.076 -0.054 0.007
H 2.8558 -1.4779 0.6462 -0.043 -0.019 -0.046
H 1.3360 0.8100 1.1134 0.141 -0.071 0.300
```
Forces are in eV/Å.

Computed properties:
- LUMO level: 0.89 eV
- HOMO energy: -9.7 eV
- Gap between HOMO and LUMO: 0.3898 Eh

=====

7.
Entry from the Open Molecules 2025 dataset: an isolated molecule of C5H8O at a distorted geometry (ωB97M-V/def2-TZVPD).

Geometry as XYZ:
```
14
Properties=species:S:1:pos:R:3:forces:R:3
C -0.1133 2.2526 0.0159 -1.722 -4.438 -1.482
C -0.6445 1.1517 -0.7102 1.082 2.134 3.083
O -0.9639 1.2546 -1.9979 -0.695 1.692 -1.576
C -0.7649 -0.2361 -0.1770 2.495 1.908 2.160
C 0.0707 -0.6009 0.8477 0.478 0.490 0.134
C 0.8578 -1.8626 0.8216 -1.050 -1.971 -0.445
H 0.1021 1.9588 1.0566 0.024 0.966 -0.672
H 0.1691 3.1388 -0.5014 0.015 0.585 0.098
H -0.8329 0.5664 -2.6563 0.226 -0.533 0.866
H -1.1024 -0.9082 -0.9066 0.017 -1.317 -0.921
H 0.3257 -0.0757 1.8250 -0.551 0.473 -1.902
H 0.0223 -2.5007 1.2364 1.518 -0.651 -0.001
H 1.0270 -2.2002 -0.2410 -0.090 0.276 1.158
H 1.8473 -1.9386 1.3871 -1.747 0.386 -0.499
```
Forces are in eV/Å.

Computed properties:
- LUMO level: 0.62 eV
- HOMO energy: -7.6 eV
- Gap between HOMO and LUMO: 0.3018 Eh

=====

8.
Entry from the Open Molecules 2025 dataset: C5H8O as an isolated structure at a distorted geometry (ωB97M-V/def2-TZVPD).

Geometry as XYZ:
```
14
Properties=species:S:1:pos:R:3:forces:R:3
O -1.3089 1.6232 0.7720 1.546 1.675 0.727
C -0.0671 1.0674 0.5118 3.097 0.139 0.100
C 0.5355 -0.2356 0.7621 0.268 -0.405 0.313
C -0.2975 -1.3817 0.1995 -0.093 -0.147 0.023
C -0.2841 -0.7142 -1.2024 -0.102 -0.060 -0.131
C 0.5459 0.4397 -0.6534 0.262 -0.013 -0.496
H -0.4931 2.2495 1.0540 -4.896 1.030 0.481
H 0.7148 1.8980 0.9046 -0.109 -1.924 -0.871
H 1.3142 -0.3158 1.5127 0.024 -0.215 -0.174
H -1.2764 -1.5368 0.6631 0.125 0.049 -0.038
H 0.2569 -2.3234 0.2165 -0.128 0.123 -0.052
H 0.2796 -1.2965 -1.9356 -0.133 0.029 0.127
H -1.2544 -0.4454 -1.6305 0.122 -0.004 0.059
H 1.3345 0.9717 -1.1743 0.018 -0.276 -0.068
```
Forces are in eV/Å.

Computed properties:
- LUMO level: 0.79 eV
- HOMO energy: -9.4 eV
- Gap between HOMO and LUMO: 0.3757 Eh

=====

9.
Entry from the Open Molecules 2025 dataset: an isolated molecule of C5H8O at a distorted geometry (ωB97M-V/def2-TZVPD).

Geometry as XYZ:
```
14
Properties=species:S:1:pos:R:3:forces:R:3
C 1.3634 -0.8703 0.3313 -0.204 0.078 0.045
C 0.1556 0.0519 0.0358 0.310 -0.041 0.054
C 0.1346 1.3302 0.8215 -0.316 -0.349 0.169
O 0.4351 1.3667 1.9954 0.271 0.392 -0.889
C -0.5668 -0.0967 -1.2852 0.052 0.055 0.036
C -1.3910 -0.1393 -0.0499 -0.198 -0.159 0.134
H 1.9146 -0.4988 1.2069 -0.418 -0.204 -0.089
H 1.1594 -1.9421 0.4671 -0.233 0.383 0.028
H 2.0720 -0.7945 -0.5142 -0.452 0.016 0.218
H -0.4098 2.1574 0.3088 0.365 0.163 0.218
H -0.6405 0.7331 -1.9915 -0.161 -0.232 0.236
H -0.4517 -1.0882 -1.7259 0.383 0.410 -0.109
H -1.9824 0.7701 0.1072 0.319 -0.331 0.283
H -1.8948 -1.0123 0.3509 0.284 -0.181 -0.335
```
Forces are in eV/Å.

Computed properties:
- LUMO level: 0.93 eV
- HOMO energy: -9.6 eV
- Gap between HOMO and LUMO: 0.3868 Eh

=====

10.
Entry from the Open Molecules 2025 dataset: an isolated molecule of C5H8O at a distorted geometry (ωB97M-V/def2-TZVPD).

Geometry as XYZ:
```
14
Properties=species:S:1:pos:R:3:forces:R:3
C 2.1459 0.4166 0.6172 -0.785 0.479 -0.323
C 1.1885 0.9404 -0.1570 -0.829 0.579 0.147
C -0.2192 0.4020 -0.2447 1.043 0.357 0.297
O -0.5506 0.1966 -1.5736 -0.520 -0.422 0.890
C -0.8933 -0.1245 0.7705 -0.604 -0.735 0.342
C -1.5467 -1.5033 0.7059 -0.055 0.353 -0.841
H 1.8567 -0.0498 1.5544 0.258 -0.797 -0.433
H 3.1771 0.4961 0.3073 0.213 0.557 0.594
H 1.3891 1.7361 -0.8696 0.445 -0.504 -0.499
H 0.2535 -0.0767 -2.0010 0.551 -0.121 -0.688
H -0.7006 0.2991 1.7500 0.272 -0.213 0.022
H -2.6185 -1.6747 0.8156 -0.114 0.650 0.199
H -1.3069 -1.9127 -0.2850 0.017 -0.099 0.304
H -1.0673 -2.1102 1.4731 0.106 -0.085 -0.011
```
Forces are in eV/Å.

Computed properties:
- LUMO level: 0.84 eV
- HOMO energy: -8.5 eV
- Gap between HOMO and LUMO: 0.3421 Eh